[1]
This record from the Open Molecules 2025 dataset describes C26H32N2O5STi as an isolated structure. The level of theory is ωB97M-V with the def2-TZVPD basis set.

Geometry as XYZ:
```
67
Properties=species:S:1:pos:R:3:forces:R:3
Ti 0.04619 0.51899 0.66682 -0.140 0.015 -0.073
C 4.62359 -0.68382 -1.62326 -0.005 0.006 -0.003
C 3.52452 -0.21690 -0.66366 -0.009 0.024 0.016
C 3.90917 1.10838 -0.01769 -0.011 -0.020 0.006
C 2.18063 -0.18503 -1.37137 0.058 -0.078 -0.062
C 1.46841 0.99474 -1.61988 0.029 -0.160 0.017
C 0.21961 0.94217 -2.24099 0.026 0.010 0.036
C -0.32845 -0.25993 -2.67834 0.014 -0.048 -0.027
C -1.71523 -0.30009 -3.25413 0.005 -0.001 0.002
C 0.41579 -1.42076 -2.49138 -0.018 0.008 -0.035
C 1.63221 -1.38414 -1.82987 -0.008 0.056 0.004
H 5.57820 -0.76235 -1.09748 0.003 0.000 -0.001
H 4.74276 0.03402 -2.44023 0.002 0.000 0.000
H 4.39632 -1.65659 -2.06125 -0.004 -0.001 -0.003
H 3.42709 -0.95458 0.13950 0.017 -0.011 -0.014
H 4.06959 1.88618 -0.77133 0.003 0.001 0.004
H 4.84284 0.99089 0.53680 -0.001 -0.001 0.002
H 3.13332 1.44412 0.67297 -0.009 0.026 -0.001
H 1.88030 1.95153 -1.34085 -0.021 -0.007 0.062
H -0.34578 1.85829 -2.36452 -0.004 0.001 0.026
H -2.43749 -0.03919 -2.47658 0.005 0.006 -0.004
H -1.96456 -1.29007 -3.63637 -0.016 0.005 0.013
H -1.83603 0.42492 -4.06147 0.014 0.005 -0.010
H 0.00271 -2.37341 -2.80599 0.002 0.000 0.002
H 2.15484 -2.31392 -1.63022 0.010 -0.002 0.001
O -0.93394 -6.09949 1.63081 0.004 -0.002 -0.056
C -0.04127 -5.32778 0.93747 0.024 0.042 0.244
O 1.03132 -5.77239 0.66019 -0.008 -0.015 -0.101
C -0.57165 -3.98817 0.58305 0.005 -0.056 -0.107
C -1.72977 -3.77041 -0.14066 0.063 0.041 0.047
N -1.84054 -2.44214 -0.30117 0.037 -0.187 -0.153
N -0.83364 -1.78549 0.26490 -0.024 0.040 0.175
C -0.05182 -2.69538 0.81630 0.025 0.042 -0.051
C 1.13703 -2.18408 1.58954 -0.029 -0.015 0.073
O 1.89177 -2.98085 2.12380 0.007 -0.002 -0.004
O 1.21870 -0.90110 1.61602 0.052 0.083 -0.103
H -1.70225 -5.55448 1.84053 0.000 0.002 -0.013
H -2.45392 -4.44082 -0.57334 0.031 0.002 0.006
H -2.55569 -1.97804 -0.84814 -0.016 0.143 0.081
C -4.32964 -3.01262 -2.13537 -0.114 -0.048 -0.050
C -5.66909 -3.42030 -2.74763 0.005 -0.031 -0.049
S -2.32515 0.72864 1.39008 -0.054 -0.104 0.095
O -1.80077 0.88311 -0.11749 -0.061 0.066 -0.019
C -2.57303 2.42902 1.95109 0.070 -0.007 -0.104
C -2.71016 2.44739 3.46418 -0.005 -0.002 0.007
H -3.39624 -3.33843 -2.66336 0.031 0.024 0.057
H -4.25203 -3.39981 -1.10820 -0.050 0.008 -0.031
H -4.25439 -1.91659 -2.04459 -0.005 0.014 -0.033
H -5.70452 -4.52231 -2.81889 0.010 0.007 0.027
H -5.71298 -3.06489 -3.79196 0.006 0.037 0.022
H -3.46907 2.81597 1.46075 -0.003 0.026 0.023
H -1.69452 2.98294 1.61831 -0.016 0.014 0.009
H -3.55408 1.83909 3.79952 -0.002 -0.003 -0.001
H -2.86602 3.46822 3.81745 0.000 -0.004 0.016
H -1.80329 2.06044 3.93062 0.001 -0.001 0.001
C 0.67551 2.07919 1.21245 0.146 0.046 0.056
C 1.17305 3.31445 1.70015 -0.067 0.008 -0.033
C 0.91876 3.76413 3.02431 -0.012 -0.010 -0.001
C 1.39241 4.97438 3.49281 0.002 0.005 0.004
C 2.15763 5.81549 2.68587 0.000 0.000 0.000
C 2.42897 5.39901 1.38401 -0.002 -0.006 -0.009
C 1.95244 4.19478 0.90114 0.000 -0.008 0.004
H 0.34320 3.11673 3.67565 0.002 0.010 0.010
H 1.16775 5.26932 4.51369 -0.001 -0.002 0.001
H 2.53053 6.76155 3.05928 0.000 0.001 0.000
H 3.02115 6.03171 0.72924 0.001 0.003 0.003
H 2.16868 3.90652 -0.12165 0.007 0.004 -0.003
```
Positions in Å, forces in eV/Å.

HOMO-LUMO gap in eV: 4.15
Maximum force in eV/Å: 0.2
E_HOMO in eV: 0.29
Net charge: -2
Energy above the lowest of the compared OMol25 structures with the same formula, charge and spin in eV: 0.000

These are the Mulliken partial charges, in e, on atoms 1 to 8:
1. Ti 0.07
2. C -1.55
3. C 0.85
4. C -1.61
5. C 0.93
6. C -0.80
7. C -0.87
8. C 1.57

[2]
This record from the Open Molecules 2025 dataset describes one molecule with the formula C26H32N4O3. The level of theory is ωB97M-V with the def2-TZVPD basis set.

Geometry as XYZ:
```
65
Properties=species:S:1:pos:R:3:forces:R:3
C -1.05772 1.89942 -4.57914 0.235 0.210 -0.101
C 0.18870 2.77943 -4.58278 -0.226 -0.126 -0.038
N 0.97915 2.56584 -3.38361 -0.139 0.047 0.030
C 1.88297 3.65201 -3.04578 0.242 0.197 0.148
C 3.20871 3.37180 -3.78358 -0.093 0.115 0.029
C 3.19509 1.85322 -4.01042 -0.179 -0.125 -0.088
C 1.83235 1.38997 -3.43876 0.114 -0.257 0.138
C 2.01176 0.81686 -2.01799 -0.040 0.241 -0.207
N 0.75447 0.68063 -1.32632 0.220 -0.191 -0.008
C -0.13412 -0.40054 -1.69619 -0.130 0.080 0.153
C -0.52801 -1.21145 -0.48256 0.269 -0.208 0.016
C 0.38355 -1.86181 0.27328 -0.377 0.228 -0.358
C 0.00860 -2.62021 1.42340 -0.422 -0.243 0.354
C 0.93091 -3.29269 2.22394 -0.154 -0.121 0.237
C 0.51799 -4.02633 3.32579 -0.037 0.185 -0.221
O 1.50149 -4.63674 4.04066 0.137 0.099 -0.169
C 1.14811 -5.39106 5.17512 -0.039 -0.099 0.139
C -0.84692 -4.09800 3.62882 0.190 -0.070 0.081
C -1.77024 -3.43791 2.84709 0.054 0.065 -0.223
C -1.36017 -2.68884 1.74754 0.601 -0.336 0.173
N -2.25619 -2.00676 0.96843 -0.356 0.092 -0.076
C -1.94064 -1.22691 -0.11176 -0.058 -0.299 0.280
O -2.81297 -0.59207 -0.69079 -0.196 0.250 -0.212
C 0.38091 1.69011 -0.47230 -0.156 -0.148 -0.236
O 1.19588 2.47051 -0.00714 0.344 0.371 0.289
N -0.94423 1.75775 -0.17024 -0.195 -0.023 -0.120
C -1.39771 2.44282 1.02026 0.124 0.075 0.031
C -1.63204 1.44983 2.13098 -0.168 0.088 0.014
C -0.54814 0.77521 2.68275 0.005 0.000 0.041
C -0.73829 -0.16988 3.67302 0.080 0.027 0.047
C -2.01763 -0.45584 4.12157 -0.101 0.005 0.117
C -3.10291 0.19897 3.56634 -0.083 -0.116 0.129
C -2.91108 1.14510 2.57311 0.097 0.124 -0.070
H -1.69594 2.15478 -5.42180 -0.104 -0.055 -0.108
H -1.61035 2.05615 -3.65684 -0.078 0.007 0.107
H -0.79896 0.84602 -4.65401 -0.013 -0.146 -0.007
H 0.76464 2.60091 -5.50707 -0.011 0.086 -0.006
H -0.12958 3.82453 -4.58538 0.074 -0.029 -0.048
H 1.44966 4.61551 -3.31185 -0.051 -0.012 0.047
H 2.03253 3.63339 -1.96380 0.044 0.115 -0.049
H 4.06539 3.69225 -3.19447 0.062 0.069 -0.029
H 3.23314 3.90448 -4.73494 0.065 0.002 0.003
H 3.26461 1.61316 -5.07168 0.075 -0.026 0.022
H 4.01733 1.35477 -3.49936 0.084 -0.077 -0.021
H 1.36777 0.62696 -4.06925 -0.030 0.027 0.003
H 2.61991 1.49790 -1.42150 0.069 -0.120 -0.058
H 2.51503 -0.15397 -2.07438 0.041 0.049 0.019
H -1.03889 -0.04617 -2.20402 0.123 -0.095 -0.019
H 0.41022 -1.04385 -2.39217 -0.074 0.082 -0.002
H 1.43177 -1.81511 0.01407 0.157 0.052 -0.069
H 1.98352 -3.24635 1.99477 0.163 0.005 -0.043
H 0.65335 -4.77377 5.93178 -0.001 -0.022 -0.025
H 0.50280 -6.23568 4.91298 0.007 0.036 0.015
H 2.08600 -5.76888 5.57878 -0.099 0.000 0.014
H -1.19358 -4.66702 4.47642 -0.015 -0.060 0.082
H -2.82080 -3.49427 3.09063 -0.118 0.001 0.046
H -3.23184 -2.00688 1.24230 0.145 0.116 -0.106
H -1.60254 1.10892 -0.57081 -0.037 -0.093 -0.119
H -2.31543 2.99204 0.79259 0.095 0.003 0.073
H -0.60849 3.14806 1.29557 -0.200 -0.018 -0.049
H 0.44670 1.00429 2.32992 0.158 0.035 -0.051
H 0.11057 -0.68551 4.09803 0.089 -0.060 0.035
H -2.16589 -1.18825 4.90184 -0.011 -0.059 0.056
H -4.10325 -0.02421 3.90998 -0.084 -0.010 0.039
H -3.76103 1.65335 2.14094 -0.086 0.060 -0.068
```
Positions in Å, forces in eV/Å.

HOMO-LUMO gap in eV: 8.11
Maximum force in eV/Å: 0.7
E_HOMO in eV: -8.08
Net charge: 0
Structure (SMILES): CCN1CCC[C@H]1CN(Cc1cc2cc(OC)ccc2[nH]c1=O)C(=O)NCc1ccccc1
Energy above the lowest of the compared OMol25 structures with the same formula, charge and spin in eV: 1.586

These are the Mulliken partial charges, in e, on atoms 1 to 8:
1. C -1.17
2. C -0.39
3. N 0.36
4. C -0.92
5. C -0.59
6. C -0.93
7. C 0.44
8. C -2.48

[3]
This record from the Open Molecules 2025 dataset describes one molecule with the formula C26H32N4O3S. The level of theory is ωB97M-V with the def2-TZVPD basis set.

Geometry as XYZ:
```
66
Properties=species:S:1:pos:R:3:forces:R:3
C 4.34614 1.72246 -4.81763 -0.125 -0.393 -0.014
C 3.63085 0.47701 -5.33184 -0.001 0.395 -0.121
O 4.06411 -0.70614 -4.68723 0.137 -0.187 0.004
C 3.63056 -0.98978 -3.43155 -0.055 -0.114 0.244
C 4.19317 -2.14490 -2.86067 -0.101 0.190 -0.070
C 3.82341 -2.56913 -1.60865 -0.044 0.096 0.006
C 2.87265 -1.85121 -0.87966 -0.039 0.506 -0.556
N 2.46542 -2.25536 0.36463 0.140 -0.310 0.233
C 1.50090 -1.64696 1.12997 0.191 -0.131 -0.046
O 1.19752 -2.10550 2.21894 -0.068 0.022 0.244
C 0.91645 -0.44470 0.53788 0.165 0.368 -0.204
C -0.14146 0.21851 1.37447 0.201 -0.407 0.347
N -1.16307 0.92000 0.62368 0.036 -0.331 -0.139
C -1.61323 2.16942 1.19778 -0.445 0.367 0.278
C -2.52315 1.92707 2.40889 0.146 0.026 -0.258
N -3.05894 3.17089 2.89936 -0.075 -0.076 0.089
C -4.18917 3.02626 3.79855 -0.175 0.056 0.004
C -4.32005 4.41977 4.39585 0.000 -0.154 0.031
C -2.85985 4.80172 4.64411 -0.029 0.012 -0.037
C -2.08887 4.04492 3.55088 0.278 0.211 -0.136
C -1.65273 0.51078 -0.56846 -0.056 0.062 -0.263
S -2.37504 1.55014 -1.64723 -0.342 0.390 -0.574
N -1.49285 -0.77456 -0.98504 0.088 -0.082 -0.187
C -1.33421 -1.95704 -0.26632 0.005 -0.371 0.172
C -1.93718 -2.17652 0.96330 0.016 -0.097 -0.230
C -1.76271 -3.38203 1.62167 -0.007 -0.071 0.057
C -1.00512 -4.37927 1.04185 -0.071 0.024 0.068
C -0.43261 -4.19298 -0.20846 0.099 -0.016 -0.215
C -0.59270 -2.98971 -0.87263 -0.037 0.195 -0.063
O -0.07910 -2.68708 -2.10680 -0.381 0.208 0.511
C 0.59081 -3.69816 -2.81731 0.152 -0.226 -0.181
C 1.33060 0.00948 -0.66480 -0.145 -0.104 0.571
C 2.30929 -0.68970 -1.43343 0.443 -0.531 0.083
C 2.69802 -0.26832 -2.71030 0.130 -0.076 -0.213
H 4.01547 2.59116 -5.37989 -0.030 0.125 -0.042
H 4.13831 1.88486 -3.76293 -0.002 0.077 0.072
H 5.42006 1.60840 -4.94215 0.089 0.021 -0.016
H 2.54306 0.58668 -5.24741 0.068 -0.067 -0.041
H 3.87927 0.31529 -6.38440 -0.125 0.033 0.130
H 4.92087 -2.69064 -3.43960 0.096 -0.076 -0.058
H 4.26341 -3.45921 -1.18249 0.062 -0.108 0.032
H 2.87775 -3.09096 0.76265 -0.149 0.160 0.030
H -0.55872 -0.54972 2.03881 0.135 0.241 -0.044
H 0.34655 0.96279 2.01450 -0.116 -0.083 -0.006
H -0.74642 2.76894 1.48923 0.031 -0.036 -0.046
H -2.17599 2.71962 0.44222 0.171 -0.067 0.173
H -3.36318 1.30437 2.08826 0.068 -0.060 -0.032
H -1.96599 1.37620 3.19281 -0.097 0.017 0.009
H -5.07130 2.71622 3.23538 -0.015 -0.064 0.069
H -3.99864 2.28250 4.59304 -0.016 0.007 -0.003
H -4.92185 4.43672 5.30221 -0.053 0.033 0.007
H -4.76434 5.08809 3.65926 -0.075 0.011 -0.010
H -2.70007 5.87659 4.58909 0.044 0.019 0.064
H -2.54629 4.46143 5.63176 0.009 0.034 -0.002
H -1.67328 4.72838 2.80507 0.141 -0.026 0.116
H -1.25772 3.47059 3.98938 -0.005 0.000 -0.038
H -1.55644 -0.89214 -1.98849 -0.086 0.192 0.170
H -2.56140 -1.40392 1.38681 -0.039 0.108 0.034
H -2.22215 -3.53810 2.58474 -0.034 -0.009 0.100
H -0.85877 -5.31715 1.55449 0.012 -0.089 0.048
H 0.14454 -4.99036 -0.64991 0.055 -0.048 -0.083
H 1.49496 -4.02702 -2.29568 -0.048 0.014 -0.002
H -0.06122 -4.55818 -2.99979 0.020 0.029 0.024
H 0.87591 -3.24941 -3.76744 0.019 -0.068 0.039
H 0.90154 0.90769 -1.08741 -0.136 0.113 -0.039
H 2.23422 0.62093 -3.10592 -0.025 0.115 -0.090
```
Positions in Å, forces in eV/Å.

HOMO-LUMO gap in eV: 7.88
Maximum force in eV/Å: 0.8
E_HOMO in eV: -7.72
Net charge: 0
Structure (SMILES): CCOc1ccc2[nH]c(=O)c(CN(CCN3CCCC3)C(=S)Nc3ccccc3OC)cc2c1
Energy above the lowest of the compared OMol25 structures with the same formula, charge and spin in eV: 1.313

These are the Mulliken partial charges, in e, on atoms 1 to 8:
1. C -1.03
2. C -0.41
3. O -0.48
4. C 0.34
5. C -0.74
6. C -0.72
7. C -0.46
8. N 0.15